Below is a 3-piece molecular cluster, C4H14NO2 overall in a non-equilibrium geometry, with properties calculated with the ωB97M-V functional and the def2-TZVPD basis.

For the HOMO energy, the calculation gives -14.129 eV. Its charge is +1. The spin multiplicity is 1. The value obtained for the energy above the lowest of the compared OMol25 structures with the same formula, charge and spin is 25.6 kcal per mole. The calculation puts the lowest unoccupied orbital energy at -0.109 hartree.

Last column: natural (NBO) charge in e.
Atoms and positions in Å:
H -1.23598 -0.44116 1.32030  0.209
O -0.09742 1.12402 -2.77666  -0.978
H -1.77026 1.81133 1.49045  0.229
C 0.83899 -0.22924 0.79376  0.143
H 1.21271 -0.67313 -1.25308  0.441
C -0.36788 0.14286 1.61638  -0.466
H -0.72154 1.02344 -3.50838  0.495
H -0.13744 -1.40892 -0.57366  0.469
O -1.20464 -2.79335 -1.03678  -0.976
C -0.69414 1.66774 1.53245  -0.602
H 2.48361 0.37717 2.01980  0.245
H -0.26804 2.12629 0.64412  0.206
H -1.81501 -3.08972 -1.72072  0.513
N 0.45637 -0.54438 -0.59065  -0.718
H -0.18038 -0.11076 2.64784  0.250
H -0.16612 0.17379 -0.96903  0.463
H 2.80619 -0.05428 0.23983  0.205
C 2.10249 0.06545 1.06420  -0.352
H -1.53191 -3.03583 -0.16499  0.496
H -0.27381 2.16382 2.40180  0.233
H 0.56421 1.70487 -3.17699  0.495